13
Properties=species:S:1:pos:R:3:forces:R:3 method="wB97M-V/def2-TZVPD" e_above_lowest_kj_mol=465.4 charge=0 energy_ha=-394.7903 homo_lumo_gap_ev=8.8 lumo_energy_ev=-0.3383
C -0.486 0.697 -0.089 0.28 0.40 -0.04
C -0.382 -0.708 0.336 -0.77 -1.55 1.76
C -1.163 1.528 0.972 -0.80 0.20 -0.10
C 1.532 -1.418 -1.557 0.50 -0.56 -0.10
N 1.152 -1.404 -0.356 -0.93 -1.24 0.67
N -0.785 -1.577 1.055 -0.33 1.50 -0.91
N -0.692 2.635 1.334 0.31 0.26 -0.27
O -0.081 1.120 -1.142 -0.12 -0.12 0.35
H 0.876 -2.283 0.263 1.71 1.39 -1.50
H -1.279 3.132 2.004 0.00 -0.32 0.06
H -2.098 1.083 1.338 0.15 0.03 0.08
H 1.380 -0.528 -2.157 0.23 0.14 0.10
H 2.028 -2.279 -2.002 -0.24 -0.12 -0.09